# 1
The following is a DFT calculation (ωB97M-V with the def2-TZVPD basis set) of 2 unconnected molecules or ions with the total composition C4H9NO.

Cartesian coordinates (Å):
N -0.407 1.592 1.046
C -0.840 0.793 0.000
C -1.198 1.248 -1.261
C -1.369 -1.677 -0.521
C -0.525 -0.737 0.090
H -1.133 1.962 1.532
H 0.362 2.196 0.817
H -1.154 0.357 -2.092
H -0.752 2.271 -1.659
H -1.371 -2.749 -0.408
H -2.132 -1.220 -1.160
H 0.390 -1.094 0.624
H 3.148 -1.452 1.520
H 3.326 -0.761 0.276
O 3.654 -0.728 1.196

Computed properties:
Spin multiplicity   2
F_max   0.0868 hartree/bohr
Frontier orbital gap (spin up / spin down)   8.93 / 6.04 eV
LUMO energy (spin up / spin down)   -5.611 / -8.502 eV
Charge   +1
Highest occupied orbital energy (spin up / spin down)   -14.543 / -14.543 eV

***

# 2
The following is a DFT calculation (ωB97M-V with the def2-TZVPD basis set) of a single C14H20N4O2S molecule.

Cartesian coordinates (Å):
C 2.915 -2.916 -2.753
C 2.114 -2.638 -1.519
C 2.507 -1.632 -0.639
C 1.786 -1.381 0.514
C 0.660 -2.136 0.784
C 0.256 -3.144 -0.068
C 0.985 -3.392 -1.219
H 0.676 -4.180 -1.890
H -0.622 -3.715 0.185
S -0.270 -1.806 2.278
O -1.440 -2.639 2.302
O 0.652 -1.865 3.373
N -0.794 -0.233 2.183
H -0.069 0.431 1.933
C -2.082 0.077 1.630
H -2.654 -0.853 1.637
H -2.578 0.796 2.297
C -2.059 0.676 0.207
N -1.201 1.837 0.188
C -1.490 3.137 -0.029
N -0.391 3.854 0.064
C 0.576 2.954 0.349
N 0.122 1.722 0.431
C 1.997 3.317 0.554
H 2.353 3.900 -0.292
H 2.593 2.416 0.662
H 2.095 3.929 1.449
C -2.841 3.665 -0.327
H -3.525 3.460 0.496
H -3.241 3.214 -1.235
H -2.766 4.739 -0.466
C -1.598 -0.316 -0.858
H -0.537 -0.516 -0.743
H -1.767 0.095 -1.852
H -2.147 -1.248 -0.763
H -3.073 1.020 -0.024
H 2.087 -0.612 1.208
H 3.386 -1.045 -0.862
H 3.301 -1.994 -3.181
H 2.316 -3.431 -3.499
H 3.767 -3.550 -2.505

Computed properties:
F_max   0.0219 hartree/bohr
Frontier orbital gap   9.87 eV
LUMO energy   0.613 eV
SMILES string   Cc1ccc(S(=O)(=O)NC[C@H](C)n2nc(C)nc2C)cc1
Highest occupied orbital energy   -9.258 eV

***

# 3
The following is a DFT calculation (ωB97M-V with the def2-TZVPD basis set) of a molecular structure, C8H30BCs2N4O5.

Cartesian coordinates (Å):
Cs 0.335 3.798 -3.032
Cs 2.036 0.010 -3.084
B -0.106 1.194 -1.015
H -0.598 1.421 -1.948
H 0.148 0.151 -0.912
H 0.832 1.721 -0.932
H -0.770 1.557 -0.246
C 0.161 0.040 2.319
O 0.448 -0.403 3.417
N 0.951 0.723 1.599
N -0.952 -0.196 1.722
H 0.522 1.232 0.839
H 1.786 1.011 2.089
H -0.888 0.058 0.746
H -1.589 -0.849 2.154
C -3.974 1.236 -1.364
O -5.199 1.174 -1.545
N -3.305 2.300 -1.146
N -3.216 0.152 -1.323
H -2.315 2.293 -0.946
H -3.718 3.217 -1.234
H -2.226 0.104 -1.128
H -3.593 -0.701 -1.711
C -2.651 2.933 2.255
C -1.293 3.373 2.626
O -0.498 3.570 1.487
H -3.205 2.909 3.193
H -2.835 1.913 1.918
H -3.027 3.649 1.524
H -0.894 2.678 3.364
H -1.278 4.265 3.253
H -0.471 2.784 0.936
C 3.211 -1.336 0.188
C 4.473 -1.891 -0.570
O 4.835 -1.024 -1.557
H 3.249 -1.791 1.178
H 2.238 -1.501 -0.276
H 3.230 -0.263 0.375
H 4.344 -2.856 -1.061
H 5.380 -1.954 0.030
H 5.685 -1.288 -1.919
C 0.526 -4.519 -0.440
C 0.249 -3.426 -1.395
O 1.386 -3.261 -2.164
H 0.770 -5.461 -0.931
H -0.344 -4.623 0.210
H 1.370 -4.281 0.208
H 0.104 -2.488 -0.859
H -0.680 -3.514 -1.958
H 1.359 -3.838 -2.931

Computed properties:
F_max   0.1245 hartree/bohr
Frontier orbital gap   7.13 eV
LUMO energy   -4.029 eV
Charge   +1
Highest occupied orbital energy   -11.157 eV

***

# 4
The following is a DFT calculation (ωB97M-V with the def2-TZVPD basis set) of 2 unconnected molecules or ions with the total composition C4H14NOS2.

Cartesian coordinates (Å):
N -0.534 1.769 1.641
C 0.256 2.446 0.553
C 0.873 1.379 -0.352
S -0.416 0.251 -0.960
S 0.026 -1.584 -0.222
C 0.479 -2.467 -1.745
C 1.593 -1.851 -2.588
H -0.811 2.444 2.354
H -1.415 1.361 1.316
H 0.040 1.003 1.993
H 1.030 3.022 1.043
H -0.413 3.054 -0.042
H 1.587 0.797 0.232
H 1.320 1.849 -1.221
H 0.684 -3.480 -1.419
H -0.426 -2.593 -2.332
H 1.275 -1.584 -3.586
H 2.421 -2.548 -2.605
H 1.936 -0.910 -2.146
H -2.919 -1.178 2.725
H -3.624 -0.740 3.997
O -2.963 -0.439 3.363

Computed properties:
F_max   0.0174 hartree/bohr
Frontier orbital gap   9.07 eV
LUMO energy   -3.262 eV
Charge   +1
Highest occupied orbital energy   -12.331 eV

***

# 5
The following is a DFT calculation (ωB97M-V with the def2-TZVPD basis set) of a molecular structure, C10H25N3O3PSnTe.

Cartesian coordinates (Å):
Sn 0.694 -2.140 0.568
C 2.333 -2.803 -2.312
C 0.902 -3.130 -2.854
N -0.164 -2.998 -1.772
C -1.283 -2.112 -2.203
C -1.006 -0.619 -2.076
N -0.180 -0.266 -0.874
C 1.019 0.556 -1.312
C 2.137 -0.282 -2.020
N 2.302 -1.619 -1.382
H 2.928 -2.590 -3.193
H 2.748 -3.685 -1.822
H 0.942 -4.169 -3.177
H 0.618 -2.533 -3.723
H -0.526 -3.936 -1.587
H -2.178 -2.366 -1.564
H -1.563 -2.290 -3.245
H -1.973 -0.067 -1.954
H -0.509 -0.224 -2.990
H -0.747 0.390 -0.306
H 1.440 1.017 -0.406
H 0.680 1.339 -1.972
H 3.042 0.339 -1.956
H 1.915 -0.398 -3.095
H 3.210 -1.620 -0.855
C -2.947 -0.026 3.544
C -2.810 1.197 2.685
O -1.552 1.272 1.950
P -0.090 0.869 2.535
O 0.359 -0.522 2.006
Te -0.247 1.404 5.013
O 0.950 1.951 1.874
C 1.111 3.360 2.254
C 0.382 4.192 1.212
H -3.995 -0.197 3.804
H -2.431 0.138 4.528
H -2.563 -0.976 3.116
H -2.899 2.102 3.304
H -3.554 1.241 1.892
H 2.190 3.578 2.233
H 0.774 3.469 3.285
H 0.833 3.982 0.222
H 0.388 5.239 1.449
H -0.682 3.932 1.175

Computed properties:
F_max   0.0712 hartree/bohr
Frontier orbital gap   4.75 eV
LUMO energy   -4.169 eV
Charge   +1
Highest occupied orbital energy   -8.917 eV

***

# 6
The following is a DFT calculation (ωB97M-V with the def2-TZVPD basis set) of a single C5H10BrNO molecule.

Cartesian coordinates (Å):
C 0.530 -0.003 -0.552
C -1.421 1.790 -0.447
C -0.948 0.332 1.555
C 2.278 -1.641 -0.708
C -0.928 0.417 0.077
N 0.996 -1.168 -0.138
O 1.182 0.837 -1.235
Br -2.122 -0.978 -0.757
H -2.502 1.870 -0.262
H -0.864 2.665 -0.064
H -1.396 1.745 -1.515
H -1.778 0.665 2.114
H -0.158 0.962 1.849
H -0.771 -0.696 1.841
H 3.021 -1.562 0.065
H 2.000 -2.647 -0.866
H 2.426 -0.890 -1.474
H 0.455 -1.698 0.517

Computed properties:
F_max   0.0763 hartree/bohr
Frontier orbital gap   10.19 eV
LUMO energy   0.677 eV
SMILES string   CNC(=O)C(C)(C)Br
Highest occupied orbital energy   -9.514 eV

***

# 7
The following is a DFT calculation (ωB97M-V with the def2-TZVPD basis set) of a single C5H8O2 molecule.

Cartesian coordinates (Å):
O -1.583 1.085 0.312
C -1.612 -0.139 -0.401
C -0.384 -0.613 -1.030
C 0.991 -0.641 1.224
C 1.698 0.042 0.087
O 2.873 0.303 0.047
C 0.729 0.381 -1.078
H -2.487 1.313 0.562
H -2.113 -0.932 0.174
H -2.187 -0.059 -1.353
H 0.422 -1.458 0.747
H 0.263 0.059 1.652
H 1.653 -1.051 1.982
H 0.428 1.428 -0.924
H 1.309 0.284 -2.000

Computed properties:
F_max   0.0117 hartree/bohr
Frontier orbital gap   8.72 eV
LUMO energy   -0.084 eV
Highest occupied orbital energy   -8.807 eV

***

# 8
The following is a DFT calculation (ωB97M-V with the def2-TZVPD basis set) of a molecular structure, C14H13ClN3O5SW.

Cartesian coordinates (Å):
W -0.042 0.007 -0.498
O -1.257 -1.383 3.207
C -0.999 -1.221 2.052
N -0.790 0.001 1.389
C -0.840 1.219 2.098
O -0.959 1.366 3.277
C -0.755 2.395 1.160
C -0.854 3.699 1.583
C -0.797 4.698 0.618
C -0.656 4.367 -0.718
C -0.564 3.028 -1.067
N -0.612 2.076 -0.134
C -0.885 -2.385 1.102
C -1.018 -3.690 1.514
C -0.931 -4.681 0.542
C -0.723 -4.339 -0.782
C -0.591 -2.999 -1.116
N -0.667 -2.054 -0.177
H -0.971 3.902 2.638
H -0.868 5.737 0.911
H -0.609 5.120 -1.491
H -0.430 2.697 -2.088
H -1.187 -3.894 2.561
H -1.028 -5.721 0.822
H -0.655 -5.088 -1.558
H -0.396 -2.661 -2.125
C 4.265 -0.048 -0.776
S 2.564 -0.042 -0.427
O 1.865 1.134 -1.041
O 2.240 -0.072 0.985
O 1.852 -1.171 -1.105
H 4.771 0.485 0.026
H 4.414 0.438 -1.738
H 4.582 -1.089 -0.814
Cl -0.323 0.064 -3.068
C -1.667 0.035 -1.826
H -2.238 -0.874 -1.990
H -2.243 0.947 -1.949

Computed properties:
F_max   0.0214 hartree/bohr
Frontier orbital gap (spin up / spin down)   7.13 / 7.13 eV
LUMO energy (spin up / spin down)   -4.071 / -4.068 eV
Charge   +1
Highest occupied orbital energy (spin up / spin down)   -11.197 / -11.194 eV